(1)
This record from OMol25 describes a 2-piece molecular cluster, C35H38N3 overall at a distorted geometry. The level of theory is ωB97M-V with the def2-TZVPD basis set.

```
76
Properties=species:S:1:pos:R:3:lowdin_charge:R:1
C -0.7547 4.1812 2.9142 0.02
N -0.0996 3.0060 2.3611 -0.04
C -0.4171 1.7214 2.6591 0.07
C 0.4411 0.8365 1.9599 -0.12
C 0.3278 -0.5568 1.9660 0.06
C 1.2652 -1.4748 1.3477 -0.21
C 1.5229 -1.3573 -0.0310 -0.01
C 2.4661 -2.1450 -0.6716 -0.13
C 3.1934 -3.1206 0.0725 -0.08
N 4.1131 -3.9128 -0.5524 -0.07
C 4.1784 -3.9640 -2.0013 -0.15
C 4.0004 -2.5839 -2.6090 -0.16
C 2.6919 -1.9613 -2.1344 -0.14
C 4.6630 -5.0866 0.1018 -0.16
C 4.9495 -4.8106 1.5660 -0.16
C 3.7059 -4.2739 2.2742 -0.14
C 2.9427 -3.2635 1.4699 -0.13
C 1.9673 -2.4800 2.0665 0.04
C 1.4325 1.6979 1.2928 -0.09
C 2.6393 1.4835 0.6356 0.00
C 3.3215 2.5835 0.0878 -0.05
C 2.8446 3.8943 0.2561 -0.06
C 1.6781 4.1362 0.9985 0.01
C 1.0111 3.0301 1.5098 -0.16
H -0.3068 5.0716 2.4720 0.08
H -1.8300 4.1692 2.6917 0.11
H -0.6348 4.2187 4.0056 0.11
H -1.1968 1.4671 3.3748 0.15
H -0.3683 -0.9709 2.7013 0.13
H 0.9744 -0.6005 -0.6009 0.14
H 5.1521 -4.3843 -2.2719 0.13
H 3.4010 -4.6465 -2.3914 0.14
H 4.8402 -1.9431 -2.3144 0.12
H 4.0080 -2.6636 -3.6980 0.12
H 1.8480 -2.4064 -2.6851 0.13
H 2.6769 -0.8884 -2.3669 0.12
H 3.9629 -5.9371 0.0067 0.14
H 5.5792 -5.3567 -0.4356 0.13
H 5.2911 -5.7355 2.0357 0.12
H 5.7646 -4.0823 1.6471 0.12
H 3.0500 -5.1237 2.5192 0.13
H 4.0006 -3.8335 3.2350 0.12
H 1.7806 -2.5919 3.1380 0.13
H 3.0517 0.4790 0.5732 0.11
H 4.2409 2.4114 -0.4746 0.11
H 3.3812 4.7290 -0.1942 0.11
H 1.2829 5.1346 1.1618 0.11
C -4.9483 3.2663 -3.5982 -0.15
C -4.4890 2.1329 -4.5282 -0.15
C -3.7711 1.0917 -3.6510 -0.14
N -3.9268 1.5483 -2.2722 -0.09
C -3.3900 0.8939 -1.2166 -0.18
C -2.3465 -0.0254 -1.2250 -0.03
C -2.1748 -0.6822 0.0944 -0.13
C -3.1388 0.1039 0.9655 -0.17
C -3.8880 0.9932 0.1900 -0.09
C -4.8929 1.7542 0.7917 -0.02
C -5.0405 1.7092 2.1848 -0.07
C -4.2277 0.8689 2.9609 -0.09
C -3.2747 0.0448 2.3410 -0.06
C -4.6525 2.8047 -2.1651 -0.16
H -4.4129 4.1951 -3.8069 0.11
H -6.0181 3.4623 -3.7021 0.11
H -5.3485 1.6690 -5.0208 0.11
H -3.8198 2.5119 -5.3033 0.11
H -4.2245 0.0954 -3.7804 0.13
H -2.7048 0.9998 -3.9103 0.11
H -1.8271 -0.3354 -2.1261 0.09
H -2.4017 -1.7613 0.0851 0.14
H -1.1385 -0.5947 0.4393 0.06
H -5.5620 2.3744 0.1993 0.09
H -5.7919 2.3383 2.6605 0.11
H -4.3288 0.8637 4.0454 0.10
H -2.6269 -0.6161 2.9142 0.10
H -4.0622 3.5416 -1.5954 0.13
H -5.6048 2.6561 -1.6391 0.10
```

Values from the calculation:
Charge: +1
HOMO level in Ha: -0.344
Energy relative to the best compared isomer or geometry (same formula, charge and spin) in kJ/mol: 6.2
Gap between HOMO and LUMO in eV: 5.0983
Energy in eV: -41376.211

(2)
This record from OMol25 describes C35H38N5O5V as an isolated structure at a distorted geometry. The level of theory is ωB97M-V with the def2-TZVPD basis set.

```
84
Properties=species:S:1:pos:R:3:lowdin_charge:R:1
V -0.5489 -0.2133 0.7413 0.85
C 0.9830 2.2701 4.4106 -0.01
N 2.0891 1.6909 3.6689 -0.12
C 3.4111 2.1899 3.9888 -0.03
C 1.8352 0.7800 2.7179 -0.39
O 0.7023 0.3654 2.4842 0.00
C 2.9800 0.3172 1.8178 -0.08
O 2.3833 0.2955 0.5418 -0.16
C 3.2930 0.2177 -0.5201 -0.11
C 2.4477 0.1610 -1.7980 -0.41
O 1.2368 0.0300 -1.7165 0.05
N 3.0967 0.2416 -2.9682 -0.14
C 4.5286 0.3009 -3.1356 -0.03
C 2.3278 0.0771 -4.1873 -0.01
H 0.8953 3.3296 4.1622 0.10
H 1.1639 2.1624 5.4797 0.10
H 0.0581 1.7584 4.1431 0.09
H 3.8555 2.7502 3.1601 0.10
H 4.0838 1.3800 4.2727 0.10
H 3.3216 2.8637 4.8372 0.10
H 3.3172 -0.6904 2.1111 0.16
H 3.8363 1.0028 1.8401 0.12
H 3.9099 -0.6921 -0.4435 0.15
H 3.9505 1.0999 -0.5100 0.14
H 5.0260 0.4907 -2.1925 0.08
H 4.7859 1.1085 -3.8228 0.10
H 4.9022 -0.6400 -3.5467 0.10
H 1.3417 0.5151 -4.0453 0.09
H 2.2098 -0.9827 -4.4260 0.10
H 2.8402 0.5740 -5.0078 0.09
O 0.0916 4.1940 -4.2809 -0.05
C 0.6220 4.4927 -3.0143 -0.22
C 0.1662 3.4840 -1.9976 -0.17
C 0.7112 3.5023 -0.7082 0.00
C 0.3196 2.5379 0.1941 -0.10
N -0.5139 1.5419 -0.1043 -0.01
C -1.0925 1.5547 -1.3257 -0.19
C -0.7860 2.5199 -2.2816 0.06
C -2.0295 0.4609 -1.5187 -0.17
C -3.0615 0.4546 -2.4561 0.07
C -4.0222 -0.5464 -2.4201 -0.18
C -5.2634 -0.4980 -3.2809 -0.22
O -5.0013 -0.3108 -4.6486 -0.04
C -3.8363 -1.5706 -1.4885 0.01
C -2.7616 -1.5301 -0.6311 -0.07
N -1.8836 -0.5211 -0.5941 -0.01
H 0.3345 4.8883 -4.9011 0.10
H 0.2998 5.4917 -2.6809 0.14
H 1.7260 4.4868 -3.0426 0.13
H 1.4254 4.2608 -0.4248 0.12
H 0.6981 2.5549 1.2080 0.11
H -1.2474 2.4972 -3.2553 0.12
H -3.1530 1.2453 -3.1843 0.13
H -5.8637 0.3704 -2.9858 0.13
H -5.8632 -1.4015 -3.1082 0.12
H -4.6246 -1.1167 -5.0157 0.10
H -4.5342 -2.3903 -1.4262 0.12
H -2.6236 -2.3261 0.0888 0.11
C -3.3872 1.1248 3.7105 -0.08
C -3.5858 -0.0613 4.4033 -0.09
C -2.9962 -1.2279 3.9584 -0.03
C -2.1944 -1.2059 2.8177 -0.19
C -1.9650 -0.0072 2.1213 -0.17
C -2.5766 1.1470 2.5844 -0.10
C -1.5113 -2.3708 2.2768 -0.21
C -1.8342 -3.7060 2.5944 0.02
C -1.1837 -4.7419 1.9789 0.02
C -0.1751 -4.4527 1.0329 -0.15
C 0.5598 -5.4453 0.3583 -0.02
C 1.4973 -5.1067 -0.5826 -0.07
C 1.7517 -3.7586 -0.8660 -0.06
C 1.0780 -2.7702 -0.1941 0.00
C 0.0902 -3.0833 0.7547 -0.18
N -0.5825 -2.0698 1.3590 0.01
H -3.8552 2.0351 4.0581 0.10
H -4.2001 -0.0744 5.2896 0.10
H -3.1245 -2.1430 4.5170 0.10
H -2.4167 2.0842 2.0598 0.09
H -2.6303 -3.9002 3.2948 0.11
H -1.4434 -5.7671 2.1942 0.12
H 0.3726 -6.4825 0.5920 0.12
H 2.0555 -5.8744 -1.0952 0.11
H 2.4882 -3.4980 -1.6133 0.11
H 1.2723 -1.7244 -0.3773 0.07
```

Values from the calculation:
Multiplicity: 2
Charge: +1
HOMO level (alpha / beta) in Ha: -0.287 / -0.291
Energy relative to the best compared isomer or geometry (same formula, charge and spin) in kJ/mol: 0.0
Gap between HOMO and LUMO (alpha / beta) in eV: 5.4568 / 5.3683
Energy in eV: -80282.356

(3)
This record from OMol25 describes C35H39F2ILiNO6 as an isolated structure at a distorted geometry. The level of theory is ωB97M-V with the def2-TZVPD basis set.

```
85
Properties=species:S:1:pos:R:3:lowdin_charge:R:1
C 3.9694 0.3802 4.4859 0.05
C 5.1981 -0.0131 4.1863 -0.08
C 6.5479 -0.5348 3.4402 -0.18
C 6.7338 0.2729 2.0543 -0.21
C 5.8106 -0.2494 0.8365 -0.16
C 4.3526 0.4284 0.7734 -0.09
C 4.1421 1.9337 0.2713 -0.15
C 5.4906 2.7077 -0.2111 -0.14
C 5.7656 2.2828 -1.7753 -0.71
O 6.7437 2.8945 -2.3357 -0.08
I 4.5808 0.7836 -2.8246 0.88
C 2.6914 2.6078 0.2148 -0.08
C 2.5378 4.1076 -0.3358 -0.11
C 1.5802 5.0469 0.5618 -0.28
C 0.1983 5.4811 -0.2036 -0.05
F 1.3366 4.5305 1.9119 -0.14
C 1.4381 1.7302 0.6823 -0.04
F 0.0973 2.2837 0.6471 -0.02
C 1.5831 0.2496 1.1791 0.05
C 3.0569 -0.3771 1.2117 0.03
C 3.1061 -1.9356 1.6995 -0.24
O 3.9934 -2.3972 2.4863 0.01
C 1.8871 -2.8452 1.1222 -0.04
C 2.0790 -4.3018 0.5688 0.04
C 0.8343 -5.0825 -0.0134 -0.05
C 1.1389 -6.5692 -0.6108 -0.23
N 2.2476 -7.2827 0.1023 -0.05
C -0.6333 -4.4505 -0.0175 0.06
C -1.8117 -5.3836 -0.6257 -0.55
O -2.2877 -6.2944 0.1669 -0.09
O -2.2730 -5.2526 -1.9535 -0.20
C -0.8578 -2.9754 0.5365 -0.03
C -2.3408 -2.3660 0.5051 -0.16
C -2.9266 -2.0798 -0.9754 -0.17
C -4.1611 -1.0155 -0.7929 -0.21
C -5.4629 -1.3803 -1.6712 -0.20
C -6.8222 -0.7225 -1.0370 -0.22
C -7.1449 0.7579 -1.5901 -0.22
C -6.2447 1.9331 -0.9260 -0.18
C -6.8007 3.4305 -1.2442 -0.23
O -7.1472 3.6296 -2.6537 -0.24
C -5.9350 3.7206 -3.4550 -0.14
C 0.4092 -2.2160 1.0742 0.00
C 0.3187 -0.6866 1.6215 -0.23
O -0.6234 -0.2430 2.3526 0.03
H 3.0101 0.9980 4.6771 0.04
H 6.5229 -1.6731 3.2964 0.12
H 7.4556 -0.3036 4.1357 0.12
H 7.8384 0.1264 1.7094 0.13
H 6.6326 1.4072 2.2723 0.11
H 6.3509 0.0469 -0.1536 0.10
H 5.7393 -1.4127 0.8002 0.14
H 6.4314 2.3637 0.3609 0.11
H 5.4270 3.8516 -0.0742 0.11
H 3.5382 4.6543 -0.5241 0.11
H 2.0322 4.0275 -1.3838 0.13
H 2.1565 6.0506 0.7052 0.14
H 0.1682 5.1262 -1.2973 0.09
H -0.7458 5.0839 0.3238 0.10
H 0.1067 6.6421 -0.2395 0.09
H 3.1117 -4.8146 0.5697 0.10
H 0.1751 -7.1981 -0.7445 0.13
H 1.5231 -6.3744 -1.6971 0.13
H 1.9433 -8.2434 0.3764 0.08
H 3.0342 -7.3593 -0.5814 0.07
H -3.0345 -3.1743 0.9836 0.14
H -2.4898 -1.4154 1.1317 0.10
H -3.3541 -3.0451 -1.4321 0.10
H -2.0905 -1.5913 -1.5947 0.12
H -4.4915 -1.0696 0.3235 0.10
H -3.8396 0.0742 -0.9818 0.10
H -5.6419 -2.5273 -1.7916 0.12
H -5.4137 -0.9769 -2.7655 0.11
H -6.6643 -0.6617 0.1187 0.11
H -7.7345 -1.3999 -1.2690 0.11
H -7.1123 0.7728 -2.7568 0.11
H -8.2517 1.0275 -1.3287 0.12
H -6.1787 1.7962 0.2260 0.12
H -5.1933 1.8820 -1.4141 0.09
H -5.9384 4.1669 -0.9594 0.12
H -7.6963 3.7382 -0.5836 0.13
H -5.8736 2.7710 -4.1308 0.10
H -4.9641 3.7545 -2.8393 0.09
H -5.9317 4.6169 -4.1914 0.10
Li 3.0470 3.7241 3.2834 0.84
```

Values from the calculation:
HOMO level in Ha: -0.240
Gap between HOMO and LUMO in eV: 3.5767
Energy in eV: -64421.310